No. 1
DFT (the ωB97M-V functional and the def2-TZVPD basis) results for 3 unconnected molecules or ions with the total composition C43H44F2O6PSi.

Computed properties:
Energy above the lowest of the compared OMol25 structures with the same formula, charge and spin   0.0 kcal per mole
Largest force on an atom   0.566 eV/A
Frontier orbital gap   0.1655 Eh
Energy   -2947.01267 a.u.
E_HOMO   -4.080 eV

Geometry as ORCA input:
```
! RIJCOSX wB97M-V def2-TZVPD def2/J DEFGRID3
* xyz -1 1
C 2.32478 1.04912 -1.58779
C 2.79406 1.98840 -2.69242
O 1.98809 3.13606 -2.77391
C 0.76234 2.98829 -3.47523
C -0.44039 2.67001 -2.57249
O -1.35526 3.70735 -2.42150
P -0.95639 4.98392 -1.23312
C -2.63622 4.51892 -0.32143
F -2.59933 3.20226 0.13097
F -2.78395 5.26211 0.86035
C -3.89557 4.73987 -1.13038
C -5.12377 3.94552 -0.61988
Si -5.59511 2.55663 -1.77807
C -4.08242 1.55420 -2.28760
C -6.33508 3.29666 -3.34330
C -6.81014 1.35755 -0.96873
C -7.36450 0.33732 -1.74923
C -8.22880 -0.59848 -1.20089
C -8.55813 -0.53689 0.14637
C -8.02769 0.47469 0.93175
C -7.16177 1.41049 0.37800
H 3.14220 0.39753 -1.27618
H 1.46956 0.45365 -1.90225
H 2.04352 1.65464 -0.72896
H 3.79400 2.35310 -2.45087
H 2.85049 1.46626 -3.65471
H 0.87036 2.19616 -4.22733
H 0.56818 3.91931 -4.00507
H -0.97870 1.82896 -3.02991
H -0.06614 2.31361 -1.60576
H -0.29298 3.99437 -0.37923
H 0.28223 5.29681 -1.91963
H -1.71644 5.90450 -2.07880
H -0.70943 6.03324 -0.25730
H -3.67986 4.49778 -2.17161
H -4.10578 5.80599 -1.09191
H -4.94937 3.57369 0.38974
H -5.97775 4.62601 -0.54868
H -4.05139 1.38684 -3.36304
H -4.11681 0.58238 -1.79187
H -3.17293 2.05406 -1.95858
H -6.17408 2.64509 -4.20077
H -7.38872 3.56023 -3.26560
H -5.78189 4.21623 -3.54986
H -7.10904 0.26965 -2.79989
H -8.63264 -1.38502 -1.82511
H -9.22010 -1.27615 0.57539
H -8.27877 0.52921 1.98288
H -6.74675 2.18670 1.00760
C 1.68962 3.52641 5.17264
C 1.14626 3.20685 3.93288
C 1.72658 2.21793 3.15675
C 2.85910 1.55436 3.61483
C 3.41728 1.88970 4.85085
C 2.82109 2.87183 5.63159
C 4.65604 1.22369 5.33977
O 5.14230 1.49902 6.41689
C 5.29327 0.20480 4.45096
C 6.47773 -0.39723 4.85593
C 7.07943 -1.35163 4.05266
C 6.49906 -1.71480 2.84216
C 5.32059 -1.11519 2.43263
C 4.71712 -0.15176 3.23064
C 3.45832 0.49164 2.76364
O 2.93051 0.16913 1.72029
H 1.23087 4.29620 5.77917
H 0.27239 3.72978 3.56759
H 1.31323 1.96205 2.19079
H 3.25666 3.11814 6.59006
H 6.91647 -0.10781 5.80080
H 8.00417 -1.81607 4.36943
H 6.96695 -2.46395 2.21706
H 4.85930 -1.38219 1.49142
C 2.70793 -9.46455 -2.18010
C 4.01048 -8.98212 -2.25320
C 4.30585 -7.70830 -1.79941
C 3.29812 -6.90661 -1.27727
C 1.98923 -7.38499 -1.21770
C 1.69998 -8.66856 -1.66413
C 0.87850 -6.53454 -0.69181
O -0.25425 -6.96424 -0.63238
C 1.21490 -5.15365 -0.25311
C 0.19751 -4.32024 0.19560
C 0.49256 -3.03564 0.62125
C 1.80430 -2.57123 0.60830
C 2.81785 -3.39884 0.15407
C 2.53236 -4.68652 -0.28068
C 3.64338 -5.54133 -0.77915
O 4.79298 -5.15261 -0.78484
H 2.48001 -10.46297 -2.53005
H 4.79552 -9.60292 -2.66495
H 5.31390 -7.32002 -1.84492
H 0.68168 -9.02699 -1.60400
H -0.81883 -4.68891 0.20416
H -0.30286 -2.38684 0.96392
H 2.03526 -1.57067 0.94850
H 3.84360 -3.05644 0.12630
*
```

Which charges does Löwdin predict for the atoms? In e, they are: C -0.083; C -0.290; O -0.170; C -0.198; C -0.322; O -0.420; P 0.473; C -0.601; F -0.032; F -0.051; C -0.215; C -0.244; Si 0.587; C -0.144; C -0.172; C -0.246; C -0.105; C -0.103; C -0.109; C -0.100; C -0.093; H 0.062; H 0.073; H 0.070; H 0.111; H 0.108; H 0.108; H 0.116; H 0.104; H 0.082; H -0.015; H -0.043; H -0.019; H -0.057; H 0.080; H 0.108; H 0.067; H 0.075; H 0.030; H 0.031; H 0.005; H 0.021; H 0.024; H 0.028; H 0.100; H 0.094; H 0.093; H 0.095; H 0.093; C -0.054; C -0.036; C 0.016; C -0.079; C -0.088; C -0.007; C -0.278; O 0.099; C -0.080; C -0.006; C -0.061; C -0.055; C 0.003; C -0.074; C -0.259; O 0.079; H 0.107; H 0.118; H 0.124; H 0.117; H 0.118; H 0.104; H 0.108; H 0.107; C -0.064; C -0.064; C -0.006; C -0.082; C -0.081; C -0.006; C -0.279; O 0.103; C -0.088; C 0.000; C -0.037; C -0.032; C 0.006; C -0.085; C -0.278; O 0.100; H 0.104; H 0.104; H 0.118; H 0.119; H 0.120; H 0.113; H 0.079; H 0.108



No. 2
DFT (the ωB97M-V functional and the def2-TZVPD basis) results for a molecular structure, C43H45AsBHgN6O2P2.

Computed properties:
Largest force on an atom   0.531 eV/A
Frontier orbital gap (spin up / spin down)   0.1579 / 0.3026 Eh
Energy   -5241.44481 a.u.
E_HOMO (spin up / spin down)   -3.830 / -7.778 eV

Geometry as ORCA input:
```
! RIJCOSX wB97M-V def2-TZVPD def2/J DEFGRID3
* xyz 0 2
Hg 1.07018 0.96158 0.94564
C 5.69724 0.92712 1.25396
C 4.49945 0.37863 0.77777
N 3.45858 0.97242 1.34582
N 3.94608 1.91204 2.18214
C 5.29200 1.90142 2.14522
B 3.02604 2.87747 2.98235
N 1.98750 2.08961 3.83763
C 1.83711 2.12698 5.17432
C 0.72481 1.38129 5.51378
C 0.23833 0.91394 4.28727
N 1.00378 1.33974 3.29241
N 2.26897 3.82093 1.99280
C 2.32943 5.16374 1.93174
C 1.50802 5.59331 0.90717
C 0.97339 4.40952 0.38307
N 1.43487 3.35430 1.04090
H 6.70566 0.65627 0.98825
H 4.34341 -0.40586 0.05157
H 5.86645 2.58842 2.74773
H 3.70673 3.54650 3.71463
H 2.52696 2.68304 5.79086
H 0.32388 1.20760 6.49854
H -0.63144 0.30905 4.07531
H 2.94982 5.72006 2.61747
H 1.32636 6.60553 0.58501
H 0.28169 4.28157 -0.43711
O 0.92494 0.98854 -1.32341
P -0.20648 0.73596 -2.30500
C -1.75142 1.54984 -1.73387
P -2.39586 1.06251 -0.10728
O -1.32263 0.85338 0.92468
C -3.46723 -0.35748 -0.26539
C -3.63720 -1.13198 0.88592
C -4.49199 -2.21996 0.87760
C -5.20370 -2.53150 -0.27515
C -5.08141 -1.73405 -1.40129
C -4.21995 -0.64499 -1.39701
C -3.44584 2.44578 0.37489
C -4.82921 2.41769 0.24722
C -5.58573 3.51419 0.64481
C -4.96208 4.63334 1.17248
C -3.58215 4.65562 1.32289
C -2.82509 3.56133 0.93257
C 0.17326 1.67569 -3.81004
C 0.70530 2.96185 -3.70413
C 1.09133 3.65989 -4.84041
C 0.95652 3.06947 -6.09032
C 0.44457 1.78582 -6.19953
C 0.05730 1.08585 -5.06078
C -0.48137 -0.92257 -2.64198
C 0.60508 -1.84453 -2.38538
C 0.51608 -3.15035 -2.77147
C -0.64610 -3.64435 -3.43530
C -1.68510 -2.74323 -3.74697
C -1.61796 -1.41665 -3.39600
H -2.53736 1.46733 -2.48992
H -1.51041 2.61461 -1.65707
H -3.08737 -0.86909 1.78221
H -4.61067 -2.82524 1.76749
H -5.85610 -3.39487 -0.29022
H -5.65811 -1.95930 -2.28863
H -4.15364 -0.02339 -2.27563
H -5.31531 1.53702 -0.15581
H -6.66367 3.48874 0.55072
H -5.55380 5.48894 1.47420
H -3.09654 5.52359 1.75058
H -1.74865 3.56141 1.07381
H 0.84028 3.40404 -2.72279
H 1.50687 4.65716 -4.75121
H 1.26565 3.60634 -6.97993
H 0.36020 1.31838 -7.17331
H -0.32447 0.07324 -5.13780
H 1.49343 -1.47238 -1.88641
H 1.35331 -3.81961 -2.59659
H -0.71110 -4.68366 -3.73097
H -2.55754 -3.10145 -4.28611
H -2.41406 -0.74830 -3.69289
C 1.48082 -2.29746 2.95054
As 1.20202 -1.87304 1.06389
C -0.44712 -2.86187 0.79901
C 2.58710 -3.09300 0.31608
C 2.35340 -4.54927 0.56565
C 1.51500 -5.28682 -0.27044
C 1.28959 -6.63575 -0.03944
C 1.88990 -7.27225 1.04147
C 2.72747 -6.54982 1.87905
C 2.96269 -5.20203 1.63573
H 1.56753 -3.37498 3.07837
H 0.64109 -1.93509 3.54103
H 2.38616 -1.80556 3.30567
H -0.31904 -3.90150 1.08870
H -0.77152 -2.79682 -0.24052
H -1.20176 -2.39659 1.43219
H 3.51370 -2.76378 0.78581
H 2.64481 -2.88428 -0.75081
H 1.03052 -4.79004 -1.10736
H 0.64030 -7.19267 -0.70380
H 1.71015 -8.32557 1.22589
H 3.20102 -7.03436 2.72427
H 3.64404 -4.65235 2.27673
*
```

These are the Löwdin partial charges, in e, on atoms 1 to 99: Hg 0.939; C -0.061; C -0.153; N -0.020; N -0.041; C -0.082; B -0.491; N -0.033; C -0.081; C -0.060; C -0.160; N -0.017; N -0.036; C -0.081; C -0.061; C -0.163; N -0.002; H 0.091; H 0.100; H 0.119; H 0.115; H 0.119; H 0.091; H 0.105; H 0.119; H 0.091; H 0.092; O -0.457; P 0.684; C -0.281; P 0.737; O -0.428; C -0.288; C -0.086; C -0.070; C -0.071; C -0.067; C -0.094; C -0.270; C -0.064; C -0.076; C -0.081; C -0.071; C -0.072; C -0.266; C -0.080; C -0.083; C -0.091; C -0.079; C -0.063; C -0.353; C -0.161; C -0.163; C -0.125; C -0.139; C -0.157; H 0.072; H 0.065; H 0.102; H 0.107; H 0.105; H 0.108; H 0.095; H 0.101; H 0.105; H 0.105; H 0.107; H 0.093; H 0.090; H 0.102; H 0.102; H 0.103; H 0.100; H 0.065; H 0.079; H 0.075; H 0.092; H 0.077; C -0.294; As 1.157; C -0.270; C -0.308; C -0.306; C -0.059; C -0.074; C -0.095; C -0.087; C -0.066; H 0.017; H 0.011; H 0.027; H 0.030; H 0.024; H 0.008; H 0.063; H 0.053; H 0.076; H 0.104; H 0.099



> Among the records above, which one has the highest energy?

C43H44F2O6PSi



> largest force on an atom of number 1 (C43H44F2O6PSi)?

0.566 eV/A